ORCA calculation (wB97M-V/def2-TZVPD) on a structure of composition C10H9N3Pt in a non-equilibrium geometry.

Structure (XYZ):
```
23
C10H9N3Pt, DFT wB97M-V/def2-TZVPD
N -3.959 -0.447 -0.974
C -2.949 -1.195 -1.066
C -1.514 -0.661 -1.313
C -0.649 -0.652 -0.099
C -0.835 -1.555 0.952
C 0.020 -1.535 2.052
C 1.118 -0.565 2.102
C 1.362 0.358 1.123
N 2.421 1.231 1.313
C 2.523 2.058 0.310
C 1.678 2.042 -0.875
N 0.629 1.153 -1.043
C 0.485 0.350 -0.030
H -3.662 0.531 -1.086
H -3.116 -2.281 -0.998
H -1.573 0.367 -1.717
H -1.013 -1.290 -2.084
H -1.634 -2.301 0.936
H -0.093 -2.244 2.879
H 1.790 -0.577 2.969
H 3.317 2.822 0.364
H 1.846 2.779 -1.677
Pt 3.809 1.611 -2.038
```

Its HOMO energy is -16.43 eV. For the HOMO-LUMO gap, the calculation gives 4.0 eV. Its net charge is +2. Its LUMO energy is -12.38 eV.

Löwdin population analysis, charges in e, atoms 1 to 6: atom 1 (N): 0.170, atom 2 (C): -0.211, atom 3 (C): -0.085, atom 4 (C): -0.013, atom 5 (C): 0.035, atom 6 (C): 0.128